Entry 1:
{"formula": "C17H38BrN4OS", "method": "ωB97M-V with the def2-TZVPD basis set", "molar_mass_g_mol": 426.489, "total_energy_ha": -3936.7144, "spin_multiplicity": 1, "total_charge": 1, "homo_ev": -10.8523, "symbols": ["C", "C", "C", "C", "N", "C", "C", "C", "C", "C", "C", "N", "N", "C", "C", "N", "C", "C", "C", "Br", "H", "H", "H", "H", "H", "H", "H", "H", "H", "H", "H", "H", "H", "H", "H", "H", "H", "H", "H", "H", "H", "H", "H", "H", "H", "H", "H", "H", "H", "H", "H", "H", "C", "S", "O", "C", "H", "H", "H", "H", "H", "H"], "xyz": [[1.4622, 1.1670, 1.1900], [0.0648, 0.8888, 0.6337], [-0.2957, -0.5722, 0.9630], [-0.8894, -1.4410, -0.1328], [-0.3459, -1.2431, -1.5317], [1.0998, -1.0967, -1.6902], [1.3766, 0.0551, -2.6781], [2.8320, 0.4895, -2.7260], [3.8124, -0.6904, -2.7655], [3.2341, 1.4368, -1.5913], [-0.8624, -2.1845, -2.3085], [-0.1933, -3.2519, -2.8137], [-2.1664, -2.1215, -2.5647], [-2.9425, -2.3095, -1.2751], [-2.4366, -1.4147, -0.1629], [-2.8201, -2.0781, 1.1127], [-3.1093, -0.0370, -0.0620], [-3.4299, 0.8088, -1.3005], [-2.3227, 1.1621, -2.2564], [-5.0278, 0.1826, -2.2613], [1.5265, 0.9624, 2.2540], [2.2039, 0.5397, 0.7109], [1.7676, 2.1959, 1.0263], [0.1140, 1.1002, -0.4260], [-0.5926, 1.5626, 1.1660], [0.6056, -1.0607, 1.3108], [-0.9747, -0.5964, 1.8006], [-0.6575, -2.4714, 0.1515], [1.5891, -1.9542, -2.1306], [1.6394, -0.8752, -0.7777], [0.7593, 0.9176, -2.4502], [1.0531, -0.2971, -3.6571], [2.9757, 1.0264, -3.6578], [3.7762, -1.2355, -1.8325], [4.8073, -0.3199, -2.9658], [3.5153, -1.3549, -3.5735], [3.7849, 0.9354, -0.8080], [2.4104, 2.0068, -1.1770], [3.9296, 2.1600, -1.9993], [0.6051, -3.1550, -3.4198], [-0.4139, -4.1952, -2.5350], [-2.3754, -2.9158, -3.1619], [-2.7381, -3.3304, -0.9592], [-4.0106, -2.2578, -1.4114], [-2.4566, -3.0255, 1.1483], [-3.8334, -2.1358, 1.1351], [-4.0704, -0.2212, 0.4052], [-2.6015, 0.6181, 0.6294], [-3.7601, 1.7553, -0.9050], [-2.7317, 1.8807, -2.9583], [-1.9576, 0.3415, -2.8506], [-1.5306, 1.6893, -1.7472], [-0.0817, 2.1731, 5.0965], [1.6743, 2.5409, 4.9593], [2.3656, 1.2624, 4.6414], [1.9372, 2.8699, 6.7049], [-0.4456, 1.8958, 4.1086], [-0.2306, 1.3446, 5.7892], [-0.6117, 3.0597, 5.4443], [1.6559, 1.9942, 7.2896], [1.3448, 3.7348, 7.0031], [2.9936, 3.0843, 6.8502]]}

---

Entry 2:
{"formula": "C17H39BCoO4PS3", "method": "ωB97M-V with the def2-TZVPD basis set", "molar_mass_g_mol": 504.415, "total_energy_ha": -3915.5919, "spin_multiplicity": 2, "relative_energy_kcal_mol": 18.3, "total_charge": 1, "homo_ev": [-10.7796, -10.7751], "symbols": ["Co", "C", "C", "S", "C", "C", "S", "C", "C", "S", "H", "H", "H", "H", "H", "H", "H", "H", "H", "H", "H", "H", "C", "P", "C", "C", "O", "H", "H", "H", "H", "H", "H", "H", "H", "H", "C", "C", "C", "O", "B", "O", "C", "C", "C", "H", "H", "H", "H", "H", "H", "H", "H", "H", "H", "H", "H", "C", "C", "O", "H", "H", "H", "H", "H", "H"], "xyz": [[0.8028, 0.6477, 0.6000], [2.2107, -2.1820, 2.8166], [2.0449, -3.3253, 1.8199], [0.8259, -3.0131, 0.5135], [1.8511, -2.9715, -0.9877], [1.8006, -1.7114, -1.8480], [1.9545, -0.0587, -1.1387], [3.6034, 0.0047, -0.3809], [3.8050, -0.8463, 0.8714], [2.5253, -0.5362, 2.1276], [2.9940, -2.4190, 3.5377], [1.2839, -2.0450, 3.3772], [1.7168, -4.2012, 2.3813], [2.9917, -3.6045, 1.3608], [1.5107, -3.7849, -1.6300], [2.8747, -3.2172, -0.7100], [0.8457, -1.6505, -2.3602], [2.5841, -1.7693, -2.6075], [3.7300, 1.0629, -0.1411], [4.3532, -0.2501, -1.1326], [4.7843, -0.6229, 1.2944], [3.7927, -1.9006, 0.6142], [-0.4401, 2.8868, -1.8613], [0.9761, 3.5666, -0.9945], [0.4833, 5.1891, -0.4068], [2.2743, 3.8089, -2.2080], [1.4396, 2.6871, 0.1445], [-0.8086, 3.5967, -2.6021], [-1.2290, 2.6781, -1.1368], [-0.1658, 1.9530, -2.3531], [0.2201, 5.8430, -1.2375], [1.3044, 5.6352, 0.1541], [-0.3801, 5.0856, 0.2507], [1.9219, 4.4187, -3.0397], [2.5869, 2.8351, -2.5865], [3.1271, 4.2981, -1.7384], [-2.4684, -2.5516, -2.1088], [-2.3239, -1.1734, -1.4923], [-2.7783, -0.1046, -2.4773], [-0.9159, -0.9236, -1.2281], [-0.8044, -0.2207, -0.0298], [-2.0320, -0.1271, 0.5866], [-2.9663, -1.0191, -0.0807], [-2.9987, -2.3144, 0.7195], [-4.3394, -0.3771, -0.0736], [-1.9875, -2.5653, -3.0881], [-3.5193, -2.8063, -2.2513], [-2.0076, -3.3169, -1.4856], [-2.1552, -0.1558, -3.3708], [-2.6822, 0.8919, -2.0461], [-3.8159, -0.2505, -2.7758], [-2.0214, -2.7885, 0.7389], [-3.7212, -3.0205, 0.3093], [-3.2908, -2.0852, 1.7444], [-4.3168, 0.6263, -0.4929], [-4.7043, -0.3104, 0.9508], [-5.0487, -0.9788, -0.6441], [-1.1344, 0.2427, 3.6373], [-0.2694, 1.4627, 3.4490], [-0.1079, 1.7160, 2.0371], [-1.3329, 0.0921, 4.6989], [-0.6511, -0.6529, 3.2403], [-2.0753, 0.3660, 3.1080], [0.7211, 1.3342, 3.8948], [-0.7419, 2.3414, 3.8920], [0.2940, 2.5812, 1.8756]]}

---

Entry 3:
{"formula": "C17H39N5O22", "method": "ωB97M-V with the def2-TZVPD basis set", "molar_mass_g_mol": 665.512, "total_energy_ha": -2599.6753, "smiles": "C[N+](=O)[O-].C[N+](=O)[O-].C[N+](=O)[O-].C[N+](=O)[O-].C[N+](=O)[O-].COC(=O)OC.COC(=O)OC.COC(=O)OC.COC(=O)OC", "spin_multiplicity": 1, "relative_energy_kcal_mol": 47.3, "total_charge": 0, "homo_ev": -10.4002, "symbols": ["C", "N", "O", "O", "H", "H", "H", "C", "N", "O", "O", "H", "H", "H", "C", "N", "O", "O", "H", "H", "H", "C", "N", "O", "O", "H", "H", "H", "C", "N", "O", "O", "H", "H", "H", "C", "O", "C", "O", "O", "C", "H", "H", "H", "H", "H", "H", "C", "O", "C", "O", "O", "C", "H", "H", "H", "H", "H", "H", "C", "O", "C", "O", "O", "C", "H", "H", "H", "H", "H", "H", "C", "O", "C", "O", "O", "C", "H", "H", "H", "H", "H", "H"], "xyz": [[2.7196, -5.0001, -1.3295], [1.3771, -4.7461, -0.7435], [1.0879, -3.5915, -0.6204], [0.5031, -5.6055, -0.6638], [3.0188, -6.0462, -1.2647], [3.4561, -4.3773, -0.8218], [2.7742, -4.6826, -2.3708], [-1.7044, -2.8374, -2.1244], [-1.1944, -3.9421, -2.9455], [-1.8806, -4.9396, -2.9599], [-0.1758, -3.8643, -3.5991], [-2.7854, -2.9757, -2.1103], [-1.4720, -1.8926, -2.6157], [-1.3815, -2.8125, -1.0836], [-2.4763, -2.7756, 2.9083], [-2.5638, -3.4101, 1.5893], [-3.5893, -3.3082, 0.9968], [-1.6163, -4.1178, 1.2633], [-3.1309, -1.9173, 3.0594], [-1.4605, -2.3884, 2.9885], [-2.7381, -3.4999, 3.6795], [-1.1820, 5.1621, -0.0242], [-1.2853, 3.7073, -0.4394], [-2.2322, 3.3700, -1.1242], [-0.3853, 2.9230, -0.0713], [-2.1803, 5.5810, 0.1030], [-0.5922, 5.6969, -0.7685], [-0.6685, 5.0965, 0.9351], [0.6328, -0.1802, -0.7561], [0.9472, -0.8058, 0.5743], [1.9953, -1.3559, 0.8108], [0.0146, -0.8830, 1.3886], [1.1983, 0.7499, -0.6986], [-0.4486, -0.0495, -0.7967], [1.0203, -0.8245, -1.5453], [-5.2125, -0.4279, -1.5941], [-4.8913, 0.2479, -0.3515], [-3.6823, 0.1777, 0.2805], [-2.6874, -0.4682, -0.0764], [-3.7526, 0.9560, 1.3383], [-2.6168, 1.3094, 2.1223], [-6.0503, 0.1151, -2.0317], [-5.4667, -1.4704, -1.4028], [-4.3921, -0.4232, -2.3117], [-1.9718, 0.4402, 2.2516], [-2.9958, 1.5532, 3.1148], [-1.9028, 1.9921, 1.6617], [-2.4011, 1.0501, -3.9463], [-1.6701, 2.2225, -3.6236], [-0.3916, 2.1867, -3.4376], [0.3816, 1.2302, -3.4116], [-0.0586, 3.4700, -3.2135], [1.3321, 3.9153, -3.1445], [-3.4540, 1.2168, -3.7193], [-2.0412, 0.2465, -3.3037], [-2.3367, 0.7511, -4.9925], [1.6394, 3.4018, -2.2335], [1.2813, 4.9986, -3.0351], [1.8944, 3.6089, -4.0266], [2.7272, 6.6637, 0.0624], [2.7252, 5.2609, 0.4504], [3.3869, 4.3065, -0.3005], [3.9189, 4.5066, -1.4226], [3.4236, 3.2117, 0.3414], [4.0306, 2.0006, -0.1456], [3.0289, 6.7693, -0.9797], [3.3720, 7.2855, 0.6833], [1.7338, 7.1099, 0.1096], [5.0878, 2.2554, -0.2193], [3.5886, 1.7257, -1.1033], [3.8149, 1.1752, 0.5328], [1.2200, -4.1566, 3.1091], [0.7968, -3.6076, 4.3264], [1.4978, -2.8047, 5.0717], [1.0480, -2.1275, 5.9922], [2.8493, -2.6408, 4.5490], [3.7497, -1.6576, 5.1642], [1.6001, -3.3563, 2.4742], [0.3671, -4.4882, 2.5169], [1.8291, -5.0605, 3.1049], [3.7542, -0.7742, 4.5257], [4.7886, -1.9796, 5.2353], [3.5065, -1.3750, 6.1884]]}

---

Entry 4:
{"formula": "C17H39NO5PRu", "method": "ωB97M-V with the def2-TZVPD basis set", "molar_mass_g_mol": 469.545, "total_energy_ha": -1537.6927, "spin_multiplicity": 6, "total_charge": 2, "homo_ev": [-15.2499, -15.8494], "symbols": ["Ru", "C", "O", "C", "C", "O", "C", "C", "O", "C", "H", "H", "H", "H", "H", "H", "H", "H", "H", "H", "H", "H", "H", "H", "N", "C", "C", "O", "O", "H", "H", "H", "H", "C", "C", "C", "P", "C", "C", "C", "C", "C", "C", "H", "H", "H", "H", "H", "H", "H", "H", "H", "H", "H", "H", "H", "H", "H", "H", "H", "H", "H", "H", "H"], "xyz": [[0.0058, 0.1724, -0.6503], [-1.6568, -2.6424, 0.2303], [-0.7149, -1.6726, 0.7525], [0.5468, -2.2518, 1.1060], [1.2021, -1.3087, 2.0674], [1.3221, -0.0335, 1.4143], [1.1070, 1.1035, 2.2595], [-0.3613, 1.3182, 2.4486], [-0.9348, 1.5355, 1.1511], [-2.3689, 1.6636, 1.2558], [-1.6596, -3.5204, 0.8746], [-1.4068, -2.9277, -0.7877], [-2.6374, -2.1777, 0.2478], [1.1647, -2.3827, 0.2103], [0.4122, -3.2270, 1.5760], [2.1944, -1.6731, 2.3401], [0.5970, -1.2128, 2.9694], [1.5472, 1.9551, 1.7388], [1.6108, 0.9771, 3.2187], [-0.5347, 2.1929, 3.0788], [-0.8409, 0.4528, 2.9133], [-2.6189, 2.2943, 2.1073], [-2.8341, 0.6848, 1.3776], [-2.7463, 2.1491, 0.3623], [-1.4522, 1.6806, -1.9705], [-2.4270, 0.9352, -2.7698], [-2.0077, -0.5281, -2.8694], [-2.4319, -1.2278, -3.7362], [-1.1768, -0.8918, -1.9030], [-1.8657, 2.2331, -1.2324], [-0.8770, 2.2884, -2.5413], [-2.5142, 1.3004, -3.7898], [-3.4109, 0.9239, -2.3022], [1.2158, -1.6418, -3.9519], [2.4061, -1.4893, -3.0065], [2.6408, -2.7723, -2.2058], [2.2531, -0.0284, -1.8820], [1.8273, 1.4308, -2.9497], [1.6601, 2.6739, -2.0615], [2.8145, 1.7057, -4.0842], [3.9495, 0.3585, -1.2132], [5.0551, -0.0834, -2.1806], [4.2108, -0.2209, 0.1805], [1.4439, -2.4189, -4.6824], [0.9970, -0.7303, -4.5092], [0.3183, -1.9499, -3.4197], [3.2992, -1.2570, -3.5904], [1.7036, -3.1247, -1.7702], [3.3802, -2.6549, -1.4129], [2.9988, -3.5566, -2.8728], [0.8574, 1.1686, -3.3847], [2.6246, 3.0554, -1.7271], [1.0588, 2.4917, -1.1579], [1.1819, 3.4809, -2.6203], [3.7756, 2.0414, -3.6963], [2.4209, 2.5010, -4.7188], [2.9735, 0.8318, -4.7155], [3.9517, 1.4484, -1.1360], [5.1864, -1.1655, -2.1637], [5.9895, 0.3659, -1.8417], [4.8961, 0.2383, -3.2064], [4.0694, -1.3031, 0.2022], [3.5693, 0.2286, 0.9324], [5.2471, -0.0243, 0.4566]]}